# 1
{"formula": "C9H17NOS", "method": "wB97M-V/def2-TZVPD", "mol_weight_g_mol": 187.3, "e_homo_ev": [-6.39, -7.94], "de_lowest_ev": 5.941, "symbols": ["S", "O", "N", "C", "C", "C", "C", "C", "C", "C", "C", "C", "H", "H", "H", "H", "H", "H", "H", "H", "H", "H", "H", "H", "H", "H", "H", "H", "H"], "positions_angstrom": [[2.46, -0.34, -0.42], [3.89, -0.69, -0.36], [0.21, 1.84, 0.00], [-1.39, -0.15, -0.32], [-1.99, -0.85, -1.65], [-0.87, -1.38, 0.62], [2.55, 1.25, 0.56], [-0.27, 0.73, -0.66], [-2.51, 0.48, 0.53], [1.54, 2.23, -0.15], [0.51, -2.03, 0.23], [1.55, -1.18, 0.84], [0.37, -2.99, 0.64], [0.19, 0.77, -1.66], [-3.12, -0.18, 1.21], [1.66, 2.19, -1.25], [-1.65, -2.12, 0.43], [-0.06, 1.93, 0.96], [-0.84, -1.20, 1.67], [1.67, 3.26, 0.21], [-2.75, -1.59, -1.16], [1.93, -1.57, 1.73], [2.28, 1.24, 1.66], [-1.24, -1.30, -2.19], [-2.58, -0.21, -2.33], [-2.20, 1.21, 1.25], [0.47, -2.03, -0.84], [3.52, 1.64, 0.46], [-3.37, 1.01, -0.02]]}

***

# 2
{"formula": "C5H7FN2O2", "method": "wB97M-V/def2-TZVPD", "mol_weight_g_mol": 146.1, "e_homo_ev": -8.58, "de_lowest_ev": 3.301, "symbols": ["F", "O", "O", "N", "N", "C", "C", "C", "C", "C", "H", "H", "H", "H", "H", "H", "H"], "positions_angstrom": [[0.22, 1.52, 1.64], [-0.77, -0.01, -1.56], [-2.01, -0.13, 0.30], [0.75, -0.80, 1.40], [1.57, -1.43, 0.75], [2.43, -0.57, 0.01], [-3.24, -0.24, -0.44], [0.64, 0.56, 0.89], [1.84, 0.85, 0.07], [-0.99, -0.03, -0.41], [-3.65, 0.71, -0.67], [-2.94, -0.69, -1.38], [2.65, -0.88, -1.08], [1.55, 1.27, -0.89], [2.48, 1.36, 0.77], [3.47, -0.69, 0.48], [-4.01, -0.81, 0.12]]}

***

# 3
{"formula": "C14H45NO13", "method": "wB97M-V/def2-TZVPD", "multiplicity": 2, "mol_weight_g_mol": 435.5, "total_charge": 1, "e_homo_ev": [-11.87, -11.87], "symbols": ["O", "O", "O", "O", "O", "O", "O", "O", "O", "O", "O", "O", "O", "N", "C", "C", "C", "C", "C", "C", "C", "C", "C", "C", "C", "C", "C", "C", "H", "H", "H", "H", "H", "H", "H", "H", "H", "H", "H", "H", "H", "H", "H", "H", "H", "H", "H", "H", "H", "H", "H", "H", "H", "H", "H", "H", "H", "H", "H", "H", "H", "H", "H", "H", "H", "H", "H", "H", "H", "H", "H", "H", "H"], "positions_angstrom": [[-2.63, 0.61, 5.43], [-2.54, 3.43, -4.63], [-0.53, -0.89, 4.44], [1.36, -1.59, 2.43], [-1.17, 1.01, -3.56], [-2.58, 3.49, 1.19], [0.97, -2.84, -1.15], [-1.18, 0.85, 1.29], [1.69, 1.60, -0.38], [3.82, -0.04, 1.41], [3.02, 3.81, 0.14], [-5.32, -1.49, -3.10], [-2.45, -0.33, -1.49], [3.31, -2.16, -0.21], [4.58, -2.72, -2.12], [0.08, -1.79, -1.37], [-3.47, -1.22, -1.75], [1.04, 2.69, 0.23], [3.20, -2.26, -1.70], [-2.43, 3.06, -3.27], [-1.16, 2.29, -3.00], [-2.52, -0.74, 5.77], [3.54, -0.61, 2.68], [2.05, -3.11, -2.06], [-4.50, -0.48, -2.58], [2.10, -0.63, 3.10], [1.72, 3.93, -0.27], [-1.86, -1.51, 4.56], [1.40, 4.85, 0.23], [-2.30, 3.97, -2.68], [-0.64, -1.85, -0.55], [-3.11, -2.12, -2.26], [-0.08, -1.36, 3.73], [-0.40, -1.87, -2.34], [-3.99, -0.05, -3.44], [5.30, -2.20, -1.49], [2.49, 1.33, 0.07], [1.09, 2.79, 1.31], [4.71, -3.80, -1.99], [4.08, -1.55, 2.79], [-1.73, -2.57, 4.78], [-2.07, 2.68, 1.22], [1.79, -2.94, -3.11], [-1.90, -0.82, 6.67], [1.59, 0.32, 2.92], [3.00, -1.25, -2.04], [2.41, -4.12, -1.86], [-3.57, -0.96, 5.96], [-6.00, -1.54, -2.42], [3.49, -0.68, 0.77], [-0.35, 2.87, -3.45], [-1.49, 0.51, 0.45], [1.94, -0.96, 4.12], [4.87, -2.44, -3.13], [4.15, -0.08, 3.41], [3.37, -2.98, 0.38], [-3.68, -1.76, -0.83], [-0.01, 2.76, -0.05], [-0.55, 0.20, 1.59], [2.39, -1.76, -0.05], [-2.36, -1.52, 3.60], [0.68, -0.89, -1.23], [-1.99, -0.10, -2.30], [-1.08, 2.17, -1.92], [-1.79, 0.80, 5.00], [-4.94, 0.31, -1.96], [-2.73, 2.65, -5.17], [3.44, 3.36, -0.60], [1.90, -2.38, 2.36], [1.54, 3.98, -1.34], [-3.38, 3.28, 1.66], [-0.25, 0.85, -3.81], [-3.36, 2.54, -3.04]]}

***

# 4
{"formula": "C12H21N5O3", "method": "wB97M-V/def2-TZVPD", "smiles": "NCCCC[C@H](N)C(=O)N[C@@H](Cc1c[nH]cn1)C(=O)O", "mol_weight_g_mol": 283.3, "e_homo_ev": -8.95, "de_lowest_ev": 3.474, "symbols": ["O", "O", "O", "N", "N", "N", "N", "N", "C", "C", "C", "C", "C", "C", "C", "C", "C", "C", "C", "C", "H", "H", "H", "H", "H", "H", "H", "H", "H", "H", "H", "H", "H", "H", "H", "H", "H", "H", "H", "H", "H"], "positions_angstrom": [[2.87, -1.89, 1.81], [0.03, -2.18, -0.88], [4.30, -2.71, 0.32], [-7.13, 0.41, -0.11], [1.61, -0.53, -0.31], [4.88, 0.43, 0.57], [4.64, 2.56, 0.30], [-0.43, 1.24, 0.14], [3.92, -0.49, -1.55], [-2.12, -0.57, -0.17], [-4.58, -0.38, -0.05], [4.14, 2.05, -0.86], [5.03, 1.58, 1.21], [4.29, 0.69, -0.64], [2.83, -1.24, -0.65], [0.34, -1.06, -0.34], [-0.74, -0.18, 0.32], [-3.37, 0.03, 0.64], [-5.75, 0.54, 0.51], [3.32, -1.91, 0.71], [-4.92, -1.38, 0.20], [4.66, -1.20, -1.84], [-5.46, 1.58, 0.05], [5.52, 1.67, 2.16], [-2.25, -1.67, -0.43], [-3.21, 1.18, 0.67], [1.85, 0.31, 0.27], [-1.11, 1.80, 0.62], [4.55, -3.26, 1.09], [-0.38, 1.53, -0.91], [-6.96, 0.25, -1.14], [-0.65, -0.33, 1.38], [-3.36, -0.25, 1.75], [-4.47, -0.45, -1.16], [-5.94, 0.57, 1.68], [-2.33, -0.12, -1.17], [2.43, -2.11, -1.23], [3.66, 2.65, -1.67], [-7.64, -0.49, 0.53], [4.47, 3.46, 0.69], [3.47, -0.12, -2.50]]}

***

# 5
{"formula": "C12H19N5O3S", "method": "wB97M-V/def2-TZVPD", "smiles": "CNC(=O)[C@H](CS)NC(=O)[C@@H](Cc1cnc[nH]1)NC(C)=O", "mol_weight_g_mol": 313.4, "e_homo_ev": -9.09, "de_lowest_ev": 0.134, "symbols": ["S", "O", "O", "O", "N", "N", "N", "N", "N", "C", "C", "C", "C", "C", "C", "C", "C", "C", "C", "C", "C", "H", "H", "H", "H", "H", "H", "H", "H", "H", "H", "H", "H", "H", "H", "H", "H", "H", "H", "H"], "positions_angstrom": [[3.31, 2.34, -1.30], [-1.09, 2.32, 0.47], [-0.24, 0.42, -3.54], [-1.11, -0.98, 3.94], [2.59, -0.91, 1.67], [-1.14, 1.01, 2.87], [0.66, 1.22, -0.32], [-1.77, 1.12, -2.07], [4.50, -0.01, 1.15], [1.30, 1.03, 2.65], [-2.85, 0.52, 4.50], [-0.02, 0.69, 1.95], [-0.22, 1.46, 0.64], [3.79, -1.14, 1.15], [2.01, 1.53, -2.28], [-0.52, 1.07, -2.57], [2.51, 0.40, 2.03], [0.61, 1.71, -1.71], [-1.63, 0.10, 3.70], [3.69, 0.99, 1.74], [-2.96, 0.55, -2.72], [-3.12, 1.07, -3.67], [1.37, 0.55, -0.09], [4.16, -2.10, 0.81], [-2.85, -0.53, -2.96], [4.04, 2.00, 1.91], [3.14, 1.58, -0.22], [-1.89, 1.59, -1.18], [-3.83, 0.74, -2.16], [-3.08, -0.23, 5.27], [1.42, 2.11, 2.57], [-2.65, 1.48, 5.01], [-0.16, -0.36, 1.78], [2.25, 0.45, -2.41], [2.00, 2.03, -3.26], [1.92, -1.62, 1.85], [0.40, 2.78, -1.73], [-1.70, 1.83, 2.65], [-3.73, 0.59, 3.85], [1.24, 0.66, 3.68]]}

***

# 6
{"formula": "C3H3ClO2", "method": "wB97M-V/def2-TZVPD", "smiles": "C=COC(=O)Cl", "mol_weight_g_mol": 106.5, "e_homo_ev": -10.47, "de_lowest_ev": 1.131, "symbols": ["Cl", "O", "O", "C", "C", "C", "H", "H", "H"], "positions_angstrom": [[0.08, 0.39, -2.16], [1.22, -1.97, -1.87], [0.16, -1.04, -0.03], [0.55, -1.19, -1.27], [-0.61, 0.05, 0.49], [-0.10, 0.99, 1.29], [0.97, 0.99, 1.30], [-1.64, -0.02, 0.39], [-0.64, 1.80, 1.86]]}

***

# 7
{"formula": "CH12N2O3", "method": "wB97M-V/def2-TZVPD", "multiplicity": 2, "mol_weight_g_mol": 100.1, "total_charge": 1, "e_homo_ev": [-14.43, -14.43], "de_lowest_ev": 1.253, "symbols": ["O", "O", "O", "N", "N", "C", "H", "H", "H", "H", "H", "H", "H", "H", "H", "H", "H", "H"], "positions_angstrom": [[1.13, 1.73, -1.82], [1.05, -0.98, -1.40], [1.14, 1.96, 0.79], [-0.17, -1.62, 1.34], [-2.23, -0.18, 0.93], [-1.32, -1.25, 0.40], [0.76, 2.31, -0.03], [1.06, -0.44, -0.50], [0.46, -0.83, 1.57], [1.86, 1.34, -1.28], [-1.00, -0.98, -0.62], [1.73, -1.60, -1.25], [-2.20, 0.63, 0.39], [0.46, 1.64, 1.38], [-3.17, -0.47, 1.16], [0.81, 0.83, -2.20], [-0.64, -1.84, 2.25], [-1.88, -2.22, 0.28]]}

***

# 8
{"formula": "C24H32Br4O", "method": "wB97M-V/def2-TZVPD", "smiles": "c1ccccc1.c1ccccc1.c1ccccc1.BrCCBr.BrCCBr.CCO", "mol_weight_g_mol": 656.1, "e_homo_ev": -9.21, "de_lowest_ev": 0.371, "symbols": ["Br", "Br", "Br", "Br", "O", "C", "C", "C", "C", "C", "C", "C", "C", "C", "C", "C", "C", "C", "C", "C", "C", "C", "C", "C", "C", "C", "C", "C", "C", "H", "H", "H", "H", "H", "H", "H", "H", "H", "H", "H", "H", "H", "H", "H", "H", "H", "H", "H", "H", "H", "H", "H", "H", "H", "H", "H", "H", "H", "H", "H", "H"], "positions_angstrom": [[-7.27, 6.33, -0.27], [-5.81, 8.49, -4.09], [4.11, -7.77, -3.37], [5.36, -3.35, -2.64], [2.60, -1.86, 6.61], [-2.55, -7.57, -7.75], [-3.84, -6.35, -6.12], [2.02, 4.86, 7.86], [-3.65, -7.53, -6.87], [-1.44, -0.28, 0.08], [-6.08, 7.56, -1.40], [2.69, 6.08, 5.85], [-0.78, -0.84, -0.95], [-1.39, 1.10, 0.28], [2.66, 5.82, 8.61], [-6.95, 8.26, -2.48], [4.23, -6.06, -2.47], [-1.88, -5.41, -7.17], [3.65, -1.87, 4.44], [-2.96, -5.30, -6.27], [-0.28, 1.40, -1.83], [-1.70, -6.52, -7.97], [-0.89, 1.96, -0.71], [3.19, 7.13, 6.71], [-0.26, 0.02, -1.97], [3.24, 7.01, 8.10], [2.11, 4.95, 6.48], [2.58, -2.49, 5.34], [5.16, -5.16, -3.30], [4.62, -6.19, -1.46], [-1.99, -0.89, 0.77], [-5.31, 7.02, -1.95], [-1.83, 1.71, 1.06], [-0.84, -1.91, -1.12], [-7.80, 7.64, -2.78], [-3.17, -4.45, -5.64], [2.55, 5.64, 9.67], [-7.37, 9.21, -2.17], [-1.08, 3.00, -0.48], [1.69, -1.58, 6.77], [3.50, 8.07, 6.29], [1.57, 4.04, 8.40], [2.54, 6.05, 4.78], [2.82, -3.55, 5.35], [3.55, -0.79, 4.59], [0.11, 2.02, -2.62], [-0.81, -6.62, -8.58], [-4.35, -8.34, -6.73], [-2.36, -8.52, -8.24], [-4.68, -6.38, -5.44], [3.21, -5.68, -2.54], [3.57, 7.67, 8.88], [6.19, -5.49, -3.38], [3.60, -2.24, 3.41], [1.66, -2.27, 4.81], [4.83, -5.00, -4.33], [0.15, -0.42, -2.87], [4.63, -2.15, 4.82], [-5.54, 8.23, -0.74], [-1.23, -4.55, -7.15], [1.74, 4.11, 5.91]]}

***

# 9
{"formula": "C27H16Cl5N5S3Ti", "method": "wB97M-V/def2-TZVPD", "mol_weight_g_mol": 731.8, "e_homo_ev": -7.94, "de_lowest_ev": 1.312, "symbols": ["Ti", "Cl", "Cl", "Cl", "Cl", "Cl", "S", "S", "S", "N", "N", "N", "N", "N", "C", "C", "C", "C", "C", "C", "C", "C", "C", "C", "C", "C", "C", "C", "C", "C", "C", "C", "C", "C", "C", "C", "C", "C", "C", "C", "C", "H", "H", "H", "H", "H", "H", "H", "H", "H", "H", "H", "H", "H", "H", "H", "H"], "positions_angstrom": [[1.10, 0.05, 0.96], [3.66, 3.11, -2.50], [1.58, 5.44, -2.01], [-1.91, 1.61, -1.62], [-1.23, 4.75, -0.74], [3.08, 0.37, -1.04], [-0.68, -0.70, 2.25], [-3.05, -2.06, -0.65], [0.46, 1.96, 2.27], [2.85, -0.10, 1.99], [-3.94, 0.10, 0.54], [1.46, -2.05, 0.75], [-3.79, -0.22, 4.22], [-2.10, 3.86, 4.25], [-2.93, 0.49, 3.93], [3.78, 0.65, 2.61], [0.59, 1.26, -0.67], [2.50, -2.41, 1.43], [4.47, -1.47, 2.79], [3.27, -1.42, 2.09], [-0.82, 0.94, 2.83], [-3.95, -0.64, -0.60], [1.05, -2.76, -1.52], [2.13, 2.82, -1.77], [2.13, -3.41, -2.12], [-4.60, 1.28, 0.72], [-0.08, 3.51, -1.10], [1.80, -2.14, -4.13], [-5.44, 1.05, -1.49], [4.79, -0.15, 3.11], [0.72, -1.50, -3.54], [1.81, 1.56, -1.24], [2.51, -3.10, -3.41], [-5.36, 1.79, -0.29], [0.72, -3.01, -0.07], [1.20, 3.83, -1.60], [-4.76, -0.12, -1.65], [-1.99, 2.75, 3.96], [-0.44, 2.18, -0.96], [-1.87, 1.38, 3.58], [0.34, -1.81, -2.24], [2.79, -3.46, 1.48], [-0.35, -2.86, 0.10], [-4.48, 1.75, 1.68], [2.69, -4.16, -1.56], [3.66, 1.72, 2.68], [-4.81, -0.69, -2.56], [2.09, -1.90, -5.14], [-5.88, 2.72, -0.15], [3.34, -3.61, -3.87], [5.66, 0.20, 3.66], [-0.52, -1.34, -1.80], [5.04, -2.36, 3.02], [0.16, -0.76, -4.10], [0.99, -4.02, 0.24], [-3.39, -0.28, 1.30], [-6.05, 1.42, -2.30]]}

***

# 10
{"formula": "C5H13Cl2NSi", "method": "wB97M-V/def2-TZVPD", "smiles": "CCC[Si](Cl)(Cl)N(C)C", "mol_weight_g_mol": 186.2, "e_homo_ev": -8.51, "de_lowest_ev": 0.000, "symbols": ["Cl", "Cl", "Si", "N", "C", "C", "C", "C", "C", "H", "H", "H", "H", "H", "H", "H", "H", "H", "H", "H", "H", "H"], "positions_angstrom": [[-2.84, 0.48, -1.81], [-2.03, 1.56, 1.33], [-1.40, 0.64, -0.41], [-0.99, -0.99, 0.02], [1.53, 0.93, -0.27], [-0.84, -1.44, 1.36], [-0.80, -1.94, -1.14], [0.40, 1.35, -1.19], [1.49, 1.51, 1.06], [0.48, 2.44, -1.45], [0.29, -2.26, -1.07], [1.08, 0.70, 1.80], [0.59, 0.68, -2.01], [1.07, 2.51, 1.17], [1.67, -0.20, -0.25], [2.45, 1.23, -0.77], [-1.38, -2.81, -0.86], [-1.22, -0.65, 2.09], [-1.04, -1.40, -2.01], [0.28, -1.52, 1.49], [-1.35, -2.42, 1.49], [2.57, 1.59, 1.45]]}

***

# 11
{"formula": "C2H8NO2", "method": "wB97M-V/def2-TZVPD", "multiplicity": 3, "mol_weight_g_mol": 78.1, "total_charge": 1, "e_homo_ev": [-9.88, -16.54], "de_lowest_ev": 4.243, "symbols": ["O", "O", "N", "C", "C", "H", "H", "H", "H", "H", "H", "H", "H"], "positions_angstrom": [[1.42, -0.22, 0.40], [1.65, 0.92, -0.37], [-0.95, 0.88, 0.26], [0.48, -1.01, -0.24], [-1.03, -0.55, -0.06], [-1.50, 1.14, 1.14], [0.58, -1.92, 0.39], [2.58, 1.22, -0.16], [-1.08, 1.57, -0.54], [0.69, -1.26, -1.35], [-1.75, -0.75, -0.79], [0.17, 1.00, 0.49], [-1.28, -1.02, 0.83]]}

***

# 12
{"formula": "C15H40BClN4O10P", "method": "wB97M-V/def2-TZVPD", "mol_weight_g_mol": 513.7, "total_charge": -1, "e_homo_ev": -4.48, "symbols": ["Cl", "P", "O", "O", "O", "O", "O", "O", "O", "O", "O", "O", "N", "N", "N", "N", "C", "C", "C", "C", "C", "C", "C", "C", "C", "C", "C", "C", "C", "C", "C", "B", "H", "H", "H", "H", "H", "H", "H", "H", "H", "H", "H", "H", "H", "H", "H", "H", "H", "H", "H", "H", "H", "H", "H", "H", "H", "H", "H", "H", "H", "H", "H", "H", "H", "H", "H", "H", "H", "H", "H", "H"], "positions_angstrom": [[-0.48, -5.42, 1.37], [-2.76, -4.49, -0.71], [-3.91, -4.73, 0.52], [3.78, 5.44, 2.27], [-1.88, -3.25, -0.53], [0.21, -4.93, -2.67], [-5.74, 1.87, -4.18], [1.98, -5.24, -0.95], [-1.06, -8.49, -0.54], [1.16, -7.95, 0.02], [-3.69, -4.21, -2.15], [1.05, -0.88, 1.58], [-1.92, -5.99, -0.98], [5.25, 4.96, 4.72], [-4.17, -0.03, -2.65], [2.76, 1.07, 2.86], [-0.56, -6.03, -0.37], [5.63, 4.27, 3.48], [-6.43, -0.94, -2.78], [2.13, -3.92, -0.36], [-6.60, 1.23, -5.10], [-0.17, -7.62, -0.29], [4.45, 4.20, 2.49], [6.88, 4.94, 2.91], [4.46, 6.33, 1.41], [-0.27, -0.38, 1.37], [-5.57, 0.23, -2.30], [2.06, -0.20, 0.84], [-6.04, 1.61, -2.81], [2.48, 1.16, 1.42], [1.46, 2.28, 1.19], [0.60, -5.37, -1.34], [3.40, 1.46, 0.91], [-1.90, -6.25, -1.97], [-5.50, 2.37, -2.24], [7.76, 4.69, 3.52], [-0.34, -4.12, -2.50], [-0.43, -0.07, 0.34], [1.77, -0.12, -0.22], [2.93, -0.86, 0.87], [2.96, -3.30, -0.85], [-3.59, 0.68, -2.22], [6.81, 6.03, 2.90], [-6.21, -1.23, -3.81], [3.52, 0.41, 3.00], [-3.70, -4.21, 1.33], [3.71, 7.01, 0.97], [1.93, 3.26, 1.33], [4.97, 5.81, 0.60], [-5.65, 0.25, -1.20], [-7.63, 1.19, -4.74], [-6.59, 1.81, -6.03], [-7.50, -0.69, -2.72], [-0.97, -1.19, 1.60], [1.96, 0.61, 3.30], [4.76, 3.76, 1.53], [0.62, 2.23, 1.88], [5.91, 3.24, 3.73], [-0.48, 0.44, 2.06], [-4.07, 0.14, -3.65], [-6.26, -1.82, -2.17], [-3.70, -3.21, -2.22], [5.16, 6.95, 1.97], [1.11, -3.39, -0.45], [4.82, 5.85, 4.46], [-6.23, 0.23, -5.33], [-7.10, 1.77, -2.61], [2.31, -4.08, 0.77], [1.07, 2.25, 0.16], [3.70, 3.53, 2.91], [4.49, 4.44, 5.16], [7.09, 4.60, 1.89]]}